Model one:
9
Properties=species:S:1:pos:R:3 method="wB97M-V/def2-TZVPD" homo_lumo_gap_ev=10.7 total_charge=0 multiplicity=1
S -0.857 2.021 -1.629
H -1.570 2.139 -0.519
H -2.025 2.200 -2.270
C 1.395 -1.139 0.641
C 0.102 -0.983 0.839
H 1.863 -2.113 0.594
H 2.120 -0.361 0.486
H -0.635 -1.743 1.068
H -0.395 -0.020 0.791

***

Model two:
9
Properties=species:S:1:pos:R:3 method="wB97M-V/def2-TZVPD" homo_lumo_gap_ev=9.4 total_charge=0 multiplicity=1
C -1.362 0.010 -0.018
C 1.307 -0.026 -0.044
H -1.508 0.127 1.010
H -0.985 0.938 -0.428
H -2.284 -0.401 -0.507
H 1.012 0.969 -0.324
H 1.805 -0.070 0.927
H 2.071 -0.398 -0.584
S -0.055 -1.149 -0.034

***

Model three:
9
Properties=species:S:1:pos:R:3 method="wB97M-V/def2-TZVPD" homo_lumo_gap_ev=8.9 total_charge=0 multiplicity=1
C -0.920 -0.006 -0.434
C 0.360 0.507 0.296
S 1.830 -0.399 -0.234
H -0.464 -0.145 -1.420
H -1.237 -1.033 -0.279
H -1.754 0.693 -0.579
H 0.275 0.300 1.355
H 0.492 1.574 0.155
H 1.418 -1.492 1.141

***

Energetically preferred structure: model two | next structure: +0.0161 hartree

***

Model one:
51
Properties=species:S:1:pos:R:3 method="wB97M-V/def2-TZVPD" homo_lumo_gap_ev=8.7 total_charge=0 multiplicity=1
C 0.628 3.033 2.873
C -0.118 1.856 2.326
C -0.868 1.979 1.164
C -1.605 0.922 0.669
C -1.590 -0.297 1.337
C -0.820 -0.443 2.482
C -0.090 0.623 2.985
C 0.708 0.447 4.240
H 0.361 1.133 5.013
H 0.619 -0.570 4.612
H 1.762 0.659 4.062
H -0.798 -1.395 2.987
N -2.388 -1.337 0.828
C -2.221 -2.665 0.998
O -1.391 -3.199 1.697
C -3.218 -3.522 0.211
H -4.169 -3.559 0.744
H -2.831 -4.539 0.131
S -3.635 -2.857 -1.442
C -2.043 -2.234 -1.912
N -2.000 -1.044 -2.393
C -0.788 -0.520 -2.730
C 0.375 -1.217 -2.568
C 0.340 -2.569 -2.048
O 1.280 -3.313 -1.874
N -0.958 -3.013 -1.740
H -1.025 -3.952 -1.362
C 1.728 -0.640 -2.868
C 2.102 0.397 -1.840
C 2.148 0.050 -0.495
C 2.503 0.984 0.458
C 2.807 2.282 0.082
C 2.756 2.638 -1.254
C 2.405 1.700 -2.209
H 2.378 1.983 -3.253
H 2.993 3.648 -1.555
H 3.091 3.013 0.824
H 2.547 0.693 1.497
H 1.918 -0.963 -0.199
H 1.740 -0.199 -3.867
H 2.450 -1.460 -2.834
C -0.836 0.876 -3.254
H -1.872 1.183 -3.363
H -0.337 0.939 -4.219
H -0.326 1.549 -2.566
H -3.087 -1.038 0.158
H -2.193 1.035 -0.231
H -0.882 2.924 0.640
H 0.559 3.880 2.195
H 0.215 3.327 3.838
H 1.678 2.792 3.025

***

Model two:
51
Properties=species:S:1:pos:R:3 method="wB97M-V/def2-TZVPD" homo_lumo_gap_ev=8.9 total_charge=0 multiplicity=1
C 4.659 3.471 0.001
H 4.205 3.526 0.987
H 5.394 4.269 -0.083
H 3.884 3.635 -0.744
C 5.328 2.113 -0.217
C 4.312 0.999 -0.196
C 3.534 0.751 0.927
C 2.614 -0.283 0.949
C 2.453 -1.107 -0.156
C 3.223 -0.856 -1.287
C 4.137 0.180 -1.304
H 4.726 0.351 -2.194
H 3.102 -1.478 -2.162
C 1.453 -2.243 -0.207
C 0.244 -1.794 -1.004
C -0.805 -1.241 -0.362
N -0.824 -1.086 1.018
C 0.035 -1.773 1.849
O 0.012 -1.612 3.047
C 0.959 -2.743 1.150
H 1.792 -2.963 1.818
H 0.394 -3.670 1.002
C -1.720 -0.105 1.580
N -3.123 -0.468 1.412
C -3.361 -1.208 0.228
H -3.143 -2.266 0.387
H -4.384 -1.089 -0.121
S -2.260 -0.704 -1.193
C -4.012 0.674 1.621
C -3.984 1.672 0.508
C -3.226 2.787 0.296
C -3.597 3.283 -0.978
C -4.547 2.432 -1.446
O -4.789 1.456 -0.557
H -5.106 2.411 -2.360
H -3.205 4.149 -1.471
H -2.507 3.214 0.966
H -3.717 1.148 2.558
H -5.024 0.275 1.727
H -1.501 -0.036 2.650
H -1.516 0.864 1.090
C 0.260 -1.966 -2.393
N 0.317 -2.144 -3.527
H 1.924 -3.079 -0.737
H 2.037 -0.443 1.846
H 3.642 1.367 1.807
C 6.416 1.869 0.832
H 6.888 0.903 0.669
H 5.996 1.881 1.834
H 7.179 2.642 0.770
H 5.803 2.122 -1.205

***

Energetically preferred structure: model one | next structure: +0.0924 hartree

***

Model one:
23
Properties=species:S:1:pos:R:3 method="wB97M-V/def2-TZVPD" homo_lumo_gap_ev=10.0 total_charge=0 multiplicity=1
C 1.020 0.311 0.089
C -0.165 0.660 -0.522
C 4.109 0.785 0.443
C -3.157 -1.624 -0.665
C 3.284 -0.451 -0.026
C -3.616 -0.351 0.047
O -1.555 0.668 1.822
O 2.024 -0.081 -0.693
O -2.846 0.771 -0.441
P -1.544 1.172 0.459
H 1.198 0.165 1.190
H -0.085 0.705 -1.547
H 4.789 0.387 1.232
H 4.810 1.055 -0.333
H 3.438 1.595 0.574
H -3.294 -1.443 -1.779
H -1.948 -1.623 -0.468
H -3.660 -2.540 -0.280
H 3.005 -1.152 0.720
H 3.846 -1.006 -0.767
H -3.459 -0.464 1.086
H -4.569 -0.078 -0.288
H -1.625 2.538 0.146

***

Model two:
23
Properties=species:S:1:pos:R:3 method="wB97M-V/def2-TZVPD" homo_lumo_gap_ev=10.8 total_charge=0 multiplicity=1
C -1.586 2.886 -0.291
C -1.422 1.629 0.029
C 2.495 1.034 -0.245
C -1.488 -3.235 -0.269
C 1.200 1.847 -0.189
C -1.154 -1.781 0.028
O -3.977 0.814 -0.267
O 0.192 0.965 0.161
O -2.221 -0.970 -0.456
P -2.690 0.365 0.249
H -2.596 3.243 -0.401
H -0.782 3.587 -0.434
H 2.669 0.546 0.709
H 2.418 0.271 -1.017
H 3.329 1.691 -0.471
H -2.468 -3.479 0.135
H -1.514 -3.406 -1.341
H -0.742 -3.885 0.179
H 1.012 2.297 -1.175
H 1.299 2.652 0.554
H -0.228 -1.476 -0.465
H -1.032 -1.625 1.105
H -2.635 0.056 1.605

***

Energetically preferred structure: model one | next structure: +0.0161 hartree

***

Model one:
16
Properties=species:S:1:pos:R:3 method="wB97M-V/def2-TZVPD" homo_lumo_gap_ev=9.0 total_charge=0 multiplicity=1
C -1.180 -0.734 0.785
C -0.905 1.175 -0.778
N -0.403 0.376 0.305
O 0.707 1.002 1.258
H 0.360 1.450 2.041
H -1.041 -1.602 0.127
H -2.241 -0.494 0.775
H -0.855 -1.008 1.788
H -0.303 2.074 -0.891
H -1.942 1.440 -0.581
H -0.902 0.579 -1.700
C 1.632 -0.647 -0.974
N 1.693 -1.625 -0.139
H 1.524 -1.333 0.825
H 1.636 -0.928 -2.030
H 2.219 0.274 -0.809

***

Model two:
16
Properties=species:S:1:pos:R:3 method="wB97M-V/def2-TZVPD" homo_lumo_gap_ev=10.5 total_charge=0 multiplicity=1
C -0.613 0.246 -0.628
C 1.223 0.335 1.010
C -1.529 -0.625 0.218
N 0.770 0.418 -0.372
N 0.960 -0.890 -1.148
O -1.069 1.791 -0.194
H -0.375 2.456 -0.240
H -0.876 0.276 -1.683
H 1.776 -0.775 -1.738
H 1.055 -1.725 -0.571
H 0.929 -0.584 1.531
H 2.313 0.383 1.003
H 0.787 1.180 1.538
H -2.514 -0.167 0.215
H -1.232 -0.694 1.262
H -1.603 -1.626 -0.204

***

Energetically preferred structure: model two | next structure: +0.0678 hartree